# 1
{
  "formula": "C32H40N3",
  "method": "ωB97M-V with the def2-TZVPD basis set",
  "species": ["C", "C", "C", "C", "C", "C", "N", "C", "N", "C", "C", "C", "C", "C", "C", "C", "C", "C", "C", "C", "C", "C", "C", "H", "H", "H", "H", "H", "H", "H", "H", "H", "H", "H", "H", "H", "H", "H", "H", "H", "H", "H", "H", "H", "H", "H", "H", "H", "H", "C", "C", "C", "N", "C", "C", "C", "C", "C", "C", "C", "C", "H", "H", "H", "H", "H", "H", "H", "H", "H", "H", "H", "H", "H", "H"],
  "coordinates": [[1.56806, -6.14007, -0.56220], [0.73250, -4.89496, -0.68659], [-0.23173, -4.60187, 0.28158], [-1.02995, -3.46300, 0.20645], [-2.08969, -3.26571, 1.24640], [-0.78610, -2.55764, -0.83620], [-1.53003, -1.34439, -0.88580], [-1.06254, -0.08642, -0.76082], [-2.09411, 0.75911, -0.98010], [-2.05446, 2.17330, -0.91134], [-1.14857, 2.87266, -1.72314], [-0.30895, 2.18879, -2.75647], [-1.09506, 4.25726, -1.59437], [-1.94225, 4.95648, -0.72947], [-1.84673, 6.45643, -0.65310], [-2.85576, 4.22424, 0.03967], [-2.94116, 2.83380, -0.04489], [-3.93583, 2.08589, 0.79076], [-3.31512, 0.05165, -1.40898], [-2.90245, -1.37936, -1.44240], [0.10376, -2.85665, -1.87632], [0.17701, -1.99417, -3.10221], [0.88358, -4.00822, -1.76139], [2.25582, -6.21544, -1.40968], [2.14696, -6.14149, 0.37172], [0.93355, -7.03620, -0.55115], [-0.38358, -5.28248, 1.11982], [-2.70460, -2.37345, 1.11217], [-2.76967, -4.13032, 1.27911], [-1.63989, -3.20536, 2.24652], [0.20767, 2.95431, -3.35134], [0.46842, 1.54269, -2.32715], [-0.88804, 1.58197, -3.47000], [-0.38238, 4.80790, -2.20746], [-2.52341, 6.85141, 0.11103], [-0.82022, 6.77342, -0.42880], [-2.11229, 6.90456, -1.61862], [-3.51522, 4.74113, 0.73509], [-4.45954, 2.78410, 1.45355], [-4.73732, 1.60144, 0.21170], [-3.47670, 1.32735, 1.44100], [-4.11591, 0.19627, -0.69595], [-3.64212, 0.42163, -2.38176], [-2.88987, -1.74336, -2.47129], [-3.52854, -2.03575, -0.84262], [0.91852, -2.40516, -3.79954], [-0.77394, -1.93822, -3.65995], [0.49259, -0.96180, -2.89015], [1.61579, -4.23162, -2.53598], [4.74299, -1.57299, 1.69126], [4.77536, -1.68727, 0.15684], [3.46946, -1.07026, -0.38045], [2.85145, -0.40802, 0.77814], [1.72593, 0.29217, 0.69943], [1.32945, 1.21762, 1.74110], [2.25198, 1.98464, 2.50216], [1.84780, 2.66956, 3.63839], [0.49563, 2.75792, 3.96770], [-0.45013, 2.15133, 3.13302], [-0.03912, 1.40493, 2.03355], [3.66470, -0.52945, 1.99599], [4.50253, -2.52878, 2.17604], [5.70883, -1.22042, 2.06467], [5.61257, -1.10264, -0.23818], [4.89018, -2.71853, -0.19520], [3.69995, -0.33193, -1.16634], [2.79990, -1.82228, -0.83477], [1.06147, 0.15453, -0.17623], [3.29818, 2.02302, 2.20259], [2.60127, 3.13997, 4.26585], [0.18307, 3.32717, 4.83907], [-1.51220, 2.27992, 3.34699], [-0.75567, 0.91516, 1.37085], [3.07843, -0.78627, 2.89189], [4.19550, 0.40619, 2.20632]],
  "forces_ev_per_angstrom": [[0.06, -0.08, -0.08], [-0.17, 0.43, 0.19], [0.06, -0.10, -0.29], [0.49, 0.11, -0.25], [-0.31, -0.01, 0.59], [0.02, -0.07, 0.09], [-0.71, 0.70, -0.63], [0.04, -0.09, 0.32], [0.15, -1.26, -0.27], [0.09, 0.28, 0.07], [-0.45, 0.14, 0.32], [0.62, 0.04, -0.50], [-0.18, -0.01, 0.09], [0.08, -0.44, 0.13], [-0.06, 0.07, 0.00], [0.18, 0.17, -0.26], [0.54, 0.08, -0.37], [-0.61, 0.16, 0.61], [-0.54, 0.76, 0.05], [0.38, -0.84, -0.21], [-0.04, -0.16, 0.37], [0.46, 0.32, -0.55], [-0.09, -0.20, 0.18], [-0.04, -0.10, 0.19], [-0.10, 0.02, -0.25], [0.16, 0.20, -0.03], [0.04, 0.04, -0.20], [0.23, -0.06, -0.06], [0.21, 0.21, -0.11], [-0.06, 0.04, -0.18], [-0.11, -0.21, 0.12], [-0.26, 0.07, -0.02], [0.02, 0.11, 0.38], [-0.16, -0.03, 0.08], [0.17, 0.01, -0.14], [-0.24, -0.05, 0.04], [-0.01, -0.05, 0.20], [0.08, -0.01, -0.17], [0.18, -0.05, -0.06], [0.38, 0.27, 0.17], [0.00, 0.04, -0.29], [-0.09, 0.04, -0.08], [-0.02, 0.05, 0.04], [0.11, -0.29, 0.06], [-0.12, -0.03, -0.08], [-0.18, 0.04, 0.14], [0.25, -0.06, 0.39], [-0.20, -0.23, 0.07], [-0.16, -0.02, 0.05], [-0.25, -0.38, -0.11], [0.13, 0.05, -0.31], [0.19, -0.56, -0.67], [-1.92, 1.29, 0.01], [1.65, -0.59, -0.02], [-0.38, 0.89, 0.90], [0.00, -0.62, -0.02], [0.10, 0.13, -0.27], [-0.17, -0.30, -0.44], [0.12, 0.30, 0.13], [0.04, -0.49, -0.30], [1.20, 0.20, 0.62], [0.11, 0.24, -0.23], [-0.22, -0.25, 0.04], [-0.07, -0.22, 0.07], [0.02, 0.27, 0.15], [-0.28, -0.13, 0.43], [0.04, 0.31, 0.44], [0.21, 0.06, 0.27], [-0.35, 0.02, 0.21], [-0.18, 0.09, -0.21], [0.03, -0.17, -0.12], [0.30, -0.12, -0.13], [0.11, 0.13, 0.36], [-0.15, 0.22, -0.57], [-0.35, -0.29, -0.14]],
  "homo_ev": -10.5,
  "lumo_ev": -3.7,
  "largest_force_ev_per_a": 2.31,
  "e_tot_ha": -1407.39482,
  "charge": 1,
  "relative_energy_kcal_mol": 22.2
}

# 2
{
  "formula": "C32H40N3NdO4S3Si",
  "method": "ωB97M-V with the def2-TZVPD basis set",
  "species": ["Nd", "C", "Si", "C", "N", "C", "C", "C", "C", "C", "C", "C", "C", "C", "C", "C", "C", "C", "C", "C", "C", "C", "H", "H", "H", "H", "H", "H", "H", "H", "H", "H", "H", "H", "H", "H", "H", "H", "H", "H", "H", "H", "H", "H", "H", "H", "C", "C", "C", "C", "C", "C", "C", "S", "O", "O", "N", "C", "C", "O", "O", "H", "H", "H", "H", "H", "H", "H", "H", "H", "S", "C", "N", "C", "C", "S", "H", "H", "H", "H", "H", "C", "H", "H"],
  "coordinates": [[1.14878, 0.29953, -2.23152], [-0.62785, 2.86723, -0.13104], [-0.68435, 2.19126, 1.61000], [0.87104, 1.22925, 2.15237], [1.36186, 0.27806, 1.15379], [0.54717, -0.95827, 1.09735], [1.27132, -2.18292, 1.66537], [1.99166, -1.80602, 2.95773], [3.09786, -0.78090, 2.64619], [2.78491, -0.01884, 1.34290], [-2.18950, 1.14811, 2.10410], [-2.35399, 0.76679, 3.44150], [-3.42409, -0.01236, 3.84893], [-4.36708, -0.44124, 2.92212], [-4.21915, -0.08364, 1.58871], [-3.14397, 0.69776, 1.18909], [-0.74354, 3.70670, 2.77695], [-1.90472, 4.12966, 3.43024], [-1.93138, 5.28145, 4.20324], [-0.78641, 6.05402, 4.34331], [0.37669, 5.66335, 3.69366], [0.39172, 4.51117, 2.92295], [0.30621, 3.44040, -0.20439], [-1.43641, 3.61543, -0.19844], [0.68529, 0.74732, 3.12951], [1.65968, 1.96783, 2.32749], [0.27761, -1.17043, 0.06099], [-0.37633, -0.78996, 1.65882], [2.00269, -2.55186, 0.94171], [0.54565, -2.98331, 1.83149], [2.41322, -2.69184, 3.43947], [1.26333, -1.37891, 3.65504], [4.05203, -1.29513, 2.50875], [3.21572, -0.08778, 3.48450], [3.12987, -0.59694, 0.48931], [3.33296, 0.92493, 1.32037], [-1.62348, 1.09375, 4.17518], [-3.52779, -0.28895, 4.89216], [-5.20543, -1.04996, 3.23878], [-4.94707, -0.42060, 0.85961], [-3.03709, 0.96209, 0.14281], [-2.80895, 3.54120, 3.32241], [-2.84846, 5.57768, 4.70068], [-0.80460, 6.95652, 4.94258], [1.27490, 6.26296, 3.78782], [1.30495, 4.23164, 2.40700], [-4.49510, -5.90762, -1.51225], [-3.43388, -4.94255, -1.97331], [-3.25113, -3.71554, -1.34089], [-2.26413, -2.83901, -1.75861], [-1.44887, -3.17965, -2.82914], [-1.61431, -4.39841, -3.46721], [-2.60262, -5.27200, -3.04225], [-0.07472, -2.11120, -3.24759], [0.50118, -2.64580, -4.46069], [-0.65331, -0.76621, -3.35038], [0.84991, -2.09412, -1.99381], [1.99711, -2.98876, -1.97050], [3.27852, -2.22034, -1.55739], [4.23288, -2.89073, -1.15069], [3.22086, -0.95301, -1.66471], [-5.09394, -5.47641, -0.71034], [-4.04283, -6.83009, -1.14113], [-5.16071, -6.17541, -2.33527], [-3.88465, -3.44814, -0.50194], [-2.10951, -1.88688, -1.26274], [-0.95848, -4.64111, -4.29409], [-2.73437, -6.22643, -3.54135], [2.17591, -3.41919, -2.96027], [1.84902, -3.81868, -1.27244], [1.32712, 2.07829, -4.49284], [2.63579, 2.09369, -3.19843], [3.73796, 1.27842, -3.66816], [4.41957, 1.91109, -4.79695], [4.29050, 3.45483, -4.69543], [3.42791, 3.80237, -3.12629], [4.39027, 1.11649, -2.91245], [3.94480, 1.57671, -5.72084], [5.47094, 1.60725, -4.81187], [3.67661, 3.84943, -5.50435], [5.26047, 3.95751, -4.69302], [-0.69745, 1.82925, -1.28503], [-0.81227, 2.42624, -2.20165], [-1.67047, 1.30948, -1.19525]],
  "forces_ev_per_angstrom": [[1.35, 3.22, -0.13], [-0.17, -0.46, -0.01], [0.31, 0.30, -0.04], [-0.20, 0.08, -0.22], [0.19, -0.09, 0.04], [0.15, 0.04, -0.08], [-0.01, 0.10, 0.10], [0.04, -0.01, -0.11], [-0.11, 0.05, -0.02], [0.02, -0.11, 0.20], [-0.07, -0.07, -0.10], [0.12, 0.09, -0.12], [-0.10, -0.08, 0.07], [0.10, 0.07, -0.05], [-0.13, -0.12, 0.12], [0.06, 0.15, -0.11], [-0.03, -0.03, 0.04], [0.03, -0.14, -0.10], [-0.01, 0.09, 0.08], [-0.04, -0.07, -0.06], [0.05, 0.11, 0.07], [0.00, -0.15, -0.08], [0.02, 0.02, 0.10], [0.05, 0.11, 0.14], [0.01, 0.06, 0.05], [-0.03, 0.05, -0.04], [-0.19, -0.04, 0.10], [0.01, -0.02, -0.03], [-0.02, -0.06, -0.01], [0.00, 0.00, -0.04], [-0.01, 0.01, 0.02], [0.00, -0.01, 0.02], [0.03, 0.03, 0.03], [0.02, -0.02, 0.01], [0.03, 0.04, -0.03], [0.00, 0.00, -0.08], [-0.03, -0.01, 0.04], [0.01, 0.00, 0.00], [-0.01, -0.01, -0.01], [0.02, 0.02, -0.03], [-0.02, 0.00, 0.06], [-0.03, 0.01, 0.05], [0.00, 0.00, -0.02], [0.01, 0.00, 0.01], [0.00, -0.01, -0.02], [0.02, 0.06, 0.03], [0.07, 0.03, -0.02], [0.06, -0.04, -0.09], [-0.05, -0.03, 0.03], [0.07, 0.13, -0.08], [0.04, -0.03, 0.05], [0.10, 0.07, -0.14], [-0.14, 0.03, 0.14], [-0.41, -1.22, -0.23], [-0.18, -0.15, 0.13], [-0.45, -0.39, -0.14], [-0.22, -0.48, -0.74], [0.19, -0.01, 0.07], [-0.06, -0.10, 0.13], [-0.05, 0.01, -0.03], [-0.31, -0.06, 0.11], [-0.02, -0.02, 0.00], [-0.03, -0.01, 0.02], [-0.03, -0.01, 0.03], [0.00, 0.01, -0.01], [-0.04, -0.02, 0.03], [-0.02, -0.02, 0.02], [0.02, 0.01, -0.02], [0.10, -0.02, 0.03], [0.02, 0.05, 0.03], [-0.23, -0.63, 0.59], [0.16, 0.45, -0.16], [0.15, -0.22, -0.13], [-0.01, 0.07, 0.02], [-0.04, 0.22, 0.13], [-0.13, -0.47, 0.15], [0.00, -0.01, 0.10], [0.00, 0.04, -0.01], [-0.02, -0.06, 0.02], [0.07, -0.06, -0.10], [0.00, -0.01, -0.03], [-0.41, 0.05, 0.56], [0.17, -0.20, -0.15], [0.15, -0.08, -0.12]],
  "s2": 3.7557,
  "homo_ev": [-0.4, -0.4],
  "multiplicity": 4,
  "lumo_ev": [3.8, 3.8],
  "largest_force_ev_per_a": 3.49,
  "e_tot_ha": -3754.15706,
  "charge": -2,
  "relative_energy_kcal_mol": 19.7
}